The following is a quantum chemistry calculation of a 6-piece molecular cluster, C29H67ClN6O8 overall, from OMol25.

## Properties
Molecular weight = 663.34 g mol⁻¹
SMILES string = C#C[C@@]1(CCCCN)OC(=O)O[C@@H]1Cl.COC[C@@H](C)N.COC[C@@H](C)N.COC[C@@H](C)N.COC[C@@H](C)N.COC[C@@H](C)N
Total charge = 0
Total energy = -2535.60295 Eh
HOMO-LUMO gap = 9.27 eV
HOMO level = -8.87 eV
Max |F| = 0.92 eV/A
LUMO level = 0.4 eV

Atoms and positions in Å:
1 C 0.90492 0.58135 -0.95296
2 C 0.06468 1.30054 -0.49705
3 C -0.95729 2.19764 0.09088
4 C -2.33784 1.55502 -0.11312
5 C -3.41157 2.46699 -0.70843
6 C -4.75527 1.71207 -0.85459
7 C -5.90358 2.38867 -0.08970
8 N -6.84418 1.37511 0.39273
9 O -0.48534 2.34556 1.46593
10 C 0.66309 3.08766 1.32238
11 O 1.53863 3.13035 2.10811
12 O 0.65596 3.73099 0.09910
13 C -0.69478 3.65729 -0.32185
14 Cl -1.55954 4.81428 0.75866
15 H 1.62883 -0.17692 -1.11893
16 H -2.67194 1.16635 0.85232
17 H -2.19084 0.69485 -0.76228
18 H -3.54499 3.34897 -0.08816
19 H -3.08727 2.77674 -1.70497
20 H -4.65529 0.69159 -0.48089
21 H -5.01080 1.69167 -1.91266
22 H -5.48295 2.99554 0.72406
23 H -6.43191 3.08267 -0.74523
24 H -7.58942 1.79347 0.93982
25 H -6.34010 0.76973 1.03241
26 H -0.90278 3.94706 -1.34221
27 C -11.71749 -1.03105 4.21533
28 C -11.80356 -0.39862 2.82973
29 C -10.43913 -0.20741 2.15406
30 O -9.68568 0.88633 2.64734
31 C -8.96416 0.63067 3.83803
32 N -12.56263 0.85090 2.92490
33 H -11.38099 -0.31645 4.96636
34 H -12.70053 -1.38419 4.52537
35 H -11.03398 -1.88293 4.21881
36 H -12.37112 -1.08364 2.19219
37 H -10.61228 0.01155 1.09722
38 H -9.84789 -1.13237 2.19860
39 H -8.59647 -0.39936 3.87468
40 H -9.57721 0.83218 4.71905
41 H -8.10863 1.30642 3.86369
42 H -12.72135 1.22243 1.99295
43 H -11.96918 1.54278 3.37445
44 C 5.00411 -0.86305 1.17975
45 C 4.72788 -1.84439 2.31342
46 C 3.36672 -1.62212 2.98740
47 O 3.31431 -0.51762 3.86397
48 C 3.11817 0.74282 3.24092
49 N 5.83820 -1.79512 3.26763
50 H 5.27828 0.12596 1.54264
51 H 5.83623 -1.21679 0.57084
52 H 4.13212 -0.75876 0.52865
53 H 4.70578 -2.85169 1.88439
54 H 3.14370 -2.49528 3.60751
55 H 2.56891 -1.54849 2.23423
56 H 2.47775 0.66016 2.35916
57 H 4.07007 1.19881 2.95873
58 H 2.62995 1.39579 3.96090
59 H 5.71094 -2.51836 3.96942
60 H 5.76160 -0.92388 3.78567
61 C -7.47233 -6.23096 0.80880
62 C -8.87239 -6.09874 1.39957
63 C -9.33063 -4.64636 1.58811
64 O -8.75872 -3.98135 2.69966
65 C -7.46822 -3.44433 2.47411
66 N -8.93612 -6.87079 2.64255
67 H -6.69967 -6.02212 1.54865
68 H -7.31222 -7.24864 0.45458
69 H -7.33235 -5.55298 -0.03550
70 H -9.57162 -6.55400 0.69152
71 H -10.40690 -4.65419 1.78082
72 H -9.17106 -4.06049 0.67289
73 H -7.35183 -3.08464 1.44737
74 H -6.69258 -4.17957 2.70015
75 H -7.33570 -2.60179 3.15371
76 H -9.89208 -6.88294 2.98552
77 H -8.41939 -6.36108 3.35407
78 C 5.85181 3.13484 -0.97395
79 C 7.14041 3.17588 -0.15805
80 C 8.36013 3.66286 -0.95146
81 O 8.90549 2.70991 -1.84218
82 C 8.26553 2.61405 -3.09954
83 N 7.35556 1.85910 0.44635
84 H 5.82956 2.27986 -1.65041
85 H 4.99214 3.04418 -0.30986
86 H 5.72708 4.04425 -1.56514
87 H 6.99062 3.89302 0.65496
88 H 9.16063 3.88460 -0.24088
89 H 8.13414 4.59591 -1.48515
90 H 7.89851 3.58618 -3.44238
91 H 7.43817 1.90054 -3.07211
92 H 9.00092 2.24591 -3.81510
93 H 8.14797 1.90119 1.08074
94 H 7.65885 1.22559 -0.28876
95 C 13.15113 -0.09299 -6.57539
96 C 12.18858 -0.43313 -5.44211
97 C 10.88228 -1.08532 -5.91518
98 O 9.94977 -0.19178 -6.49263
99 C 10.16171 0.11079 -7.85760
100 N 11.94984 0.77242 -4.64494
101 H 12.83399 0.79516 -7.12210
102 H 14.14245 0.11307 -6.17319
103 H 13.23850 -0.91957 -7.28339
104 H 12.68605 -1.16400 -4.79719
105 H 10.37669 -1.50356 -5.04091
106 H 11.08449 -1.91886 -6.60123
107 H 10.55903 -0.75188 -8.40102
108 H 10.83769 0.96000 -7.98438
109 H 9.19674 0.37951 -8.28650
110 H 11.39482 0.52656 -3.82971
111 H 11.34165 1.38026 -5.18752

The following is a quantum chemistry calculation of a 10-piece molecular cluster, C29H68ClF2N2O13 overall in a non-equilibrium geometry, from OMol25.

## Properties
Molecular weight = 726.31 g mol⁻¹
Total charge = +1
Total energy = -2892.96487 Eh
HOMO-LUMO gap = 6.35 eV
HOMO level = -11.18 eV
Max |F| = 1.85 eV/A
LUMO level = -4.8 eV

Atoms and positions in Å:
1 O 3.36829 0.70681 0.34904
2 C 2.59091 0.92866 -0.53652
3 O 2.91701 1.62948 -1.65540
4 C 2.83568 0.78077 -2.80235
5 C 4.06280 -0.10925 -2.90010
6 C 3.88474 -1.15696 -4.01277
7 C 4.72218 -2.41831 -3.78531
8 C 4.13193 -3.41720 -2.75754
9 N 2.77337 -3.87729 -3.10545
10 C 2.40146 -5.10814 -2.48918
11 O 1.95659 -5.26162 -1.41315
12 F 2.68425 -6.12044 -3.29861
13 C 1.78175 -2.87744 -2.81313
14 O 1.74694 -2.17115 -1.86907
15 F 0.88085 -2.84583 -3.78957
16 C 5.07577 -4.59392 -2.96165
17 N 6.01478 -4.60885 -2.09449
18 C 5.88175 -3.55431 -1.05652
19 Cl 7.10291 -2.30665 -1.15987
20 C 4.42829 -3.15701 -1.27041
21 H 1.54473 0.59839 -0.52177
22 H 2.74598 1.40249 -3.68715
23 H 1.92851 0.17202 -2.75071
24 H 4.90545 0.51467 -3.19420
25 H 4.29126 -0.56274 -1.94397
26 H 4.23949 -0.70388 -4.93746
27 H 2.83538 -1.37881 -4.19466
28 H 4.84976 -2.94542 -4.73387
29 H 5.71634 -2.12562 -3.45572
30 H 5.00227 -5.30594 -3.77362
31 H 6.76627 -5.29103 -2.10868
32 H 6.01870 -4.04209 -0.09670
33 H 3.88366 -3.82906 -0.60524
34 H 4.15868 -2.18106 -0.88977
35 C -2.79557 0.33555 -0.90174
36 C -1.47480 0.23454 -1.62977
37 O -0.68564 1.39574 -1.37183
38 H -3.31876 1.24296 -1.20279
39 H -3.44853 -0.51897 -1.09119
40 H -2.60628 0.40498 0.16729
41 H -1.60490 0.18479 -2.71084
42 H -0.93733 -0.66901 -1.30914
43 H -0.60195 1.47773 -0.41199
44 C 0.54729 -0.17485 -7.61664
45 C 1.39859 0.66034 -6.68489
46 O 0.82896 0.75665 -5.37650
47 H -0.45144 0.25203 -7.69297
48 H 0.98615 -0.21549 -8.61287
49 H 0.44582 -1.19685 -7.23680
50 H 1.47935 1.67734 -7.05904
51 H 2.41039 0.23753 -6.61327
52 H 0.74052 -0.13644 -5.03006
53 C 0.51041 4.93864 -9.88562
54 C 1.30352 3.66860 -9.64577
55 O 0.46704 2.57988 -9.25198
56 H -0.04110 5.21653 -8.98751
57 H 1.16668 5.76394 -10.16331
58 H -0.21570 4.79409 -10.68862
59 H 2.01585 3.81103 -8.83395
60 H 1.86462 3.39316 -10.54476
61 H -0.16599 2.42714 -9.95998
62 C -1.69429 2.26423 3.91860
63 C -0.96697 1.70028 2.71638
64 O -1.59362 2.11699 1.50032
65 H -2.73260 1.94243 3.92723
66 H -1.22617 1.94380 4.85105
67 H -1.68817 3.35543 3.87928
68 H -0.98951 0.60955 2.72610
69 H 0.08072 2.02147 2.70744
70 H -1.55797 3.08046 1.48500
71 C 0.23141 6.18598 0.02968
72 C -0.98704 5.76500 0.82788
73 O -0.62923 5.22647 2.10506
74 H 0.90160 5.33843 -0.11609
75 H -0.05672 6.57561 -0.94693
76 H 0.78845 6.96295 0.55824
77 H -1.53146 4.98034 0.30253
78 H -1.66322 6.61364 0.96680
79 H -0.15758 5.91054 2.58882
80 C -6.47677 0.02228 6.07999
81 C -5.18360 -0.11581 5.30006
82 O -4.32890 1.01271 5.49821
83 H -7.00418 0.92975 5.78254
84 H -7.13009 -0.83461 5.91264
85 H -6.27413 0.09587 7.15134
86 H -5.38571 -0.17206 4.23142
87 H -4.65931 -1.02800 5.60081
88 H -4.13038 1.06600 6.43776
89 C -2.52470 -4.96838 5.14690
90 C -2.98852 -3.63580 5.70684
91 O -4.30203 -3.73294 6.25461
92 H -3.21333 -5.31365 4.37579
93 H -1.52540 -4.88849 4.71517
94 H -2.49939 -5.72831 5.93101
95 H -3.03301 -2.88232 4.92166
96 H -2.29758 -3.28108 6.47950
97 H -4.26703 -4.38346 6.96220
98 C 2.22413 -3.33046 3.30254
99 C 3.64182 -3.62284 2.85288
100 O 4.12300 -2.63997 1.93071
101 H 1.55364 -3.28600 2.44381
102 H 1.86569 -4.09881 3.98795
103 H 2.17330 -2.36614 3.81183
104 H 3.68701 -4.57930 2.33110
105 H 4.31470 -3.67521 3.71377
106 H 4.10125 -1.78390 2.37082
107 C -6.38935 3.30104 8.18512
108 C -7.63667 2.83910 8.91428
109 O -7.33272 2.25341 10.17739
110 H -5.70760 2.46270 8.04083
111 H -6.63649 3.72204 7.20982
112 H -5.85954 4.06097 8.76434
113 H -8.15102 2.06922 8.34096
114 H -8.32933 3.67566 9.05449
115 H -6.89136 2.91841 10.71365

- The highest HOMO level belongs to which entry?
  C29H67ClN6O8